[1]
119
Properties=species:S:1:pos:R:3 method="wB97M-V/def2-TZVPD" e_homo_ev=-0.82 charge=-2 max_force_ev_per_a=0.31 e_above_lowest_kcal_mol=0.00 e_tot_ha=-10251.4306
Rb -1.352 -1.636 0.950
C -2.013 -2.352 -4.325
C -2.658 -0.993 -4.577
C -3.563 -0.504 -3.430
Sb -2.525 0.867 -2.077
C -2.150 2.331 -3.613
C -1.085 3.217 -3.479
C -0.822 4.167 -4.458
C -1.623 4.244 -5.586
C -2.692 3.370 -5.729
C -2.951 2.423 -4.749
C -4.301 1.843 -1.346
C -5.372 1.089 -0.872
C -6.463 1.696 -0.264
C -6.489 3.075 -0.110
C -5.428 3.838 -0.580
C -4.345 3.227 -1.198
Sb -0.659 -2.271 -2.617
C 0.436 -4.068 -3.109
C -0.095 -5.299 -2.724
C 0.603 -6.478 -2.947
C 1.856 -6.441 -3.545
C 2.405 -5.219 -3.910
C 1.701 -4.041 -3.690
C 0.646 -0.819 -3.389
C 1.089 0.403 -2.601
C 2.190 1.153 -3.325
C 2.451 0.957 -4.639
C 1.815 -0.042 -5.419
C 0.970 -0.908 -4.734
H -1.455 -2.670 -5.208
H -2.771 -3.113 -4.113
H -3.245 -1.034 -5.504
H -1.854 -0.276 -4.778
H -3.882 -1.353 -2.818
H -4.473 -0.027 -3.801
H -0.458 3.179 -2.596
H 0.018 4.840 -4.339
H -1.413 4.978 -6.356
H -3.324 3.422 -6.609
H -3.789 1.748 -4.880
H -5.356 0.007 -0.962
H -7.280 1.091 0.112
H -7.326 3.552 0.388
H -5.435 4.914 -0.448
H -3.510 3.832 -1.533
H -1.047 -5.337 -2.206
H 0.181 -7.425 -2.629
H 2.409 -7.359 -3.709
H 3.391 -5.183 -4.361
H 2.138 -3.086 -3.962
H 0.234 1.120 -2.445
H 2.689 1.961 -2.805
H 3.201 1.592 -5.105
H 2.054 -0.190 -6.463
H 0.563 -1.749 -5.294
F -5.742 3.425 3.859
C -4.634 3.328 3.101
C -4.212 2.105 2.615
F -4.914 0.999 2.905
C -3.094 2.031 1.808
F -2.762 0.794 1.364
C -2.322 3.135 1.428
S -0.943 3.026 0.393
C -2.787 4.347 1.961
F -2.148 5.493 1.674
C -3.901 4.453 2.768
F -4.298 5.656 3.222
C 2.557 -4.355 2.865
As 2.022 -2.747 1.874
C 2.746 -3.330 0.153
C 3.521 -1.522 2.313
C 3.485 -0.717 3.627
C 3.156 -1.653 4.789
C 2.517 0.477 3.579
As 0.567 0.299 3.250
C -0.002 -0.430 4.990
C 0.194 2.171 3.695
C 4.925 -0.172 3.802
As 5.564 1.151 5.133
C 4.798 2.822 4.442
C 4.406 0.964 6.711
H 3.637 -4.517 2.834
H 2.040 -5.188 2.387
H 2.219 -4.303 3.898
H 3.776 -3.679 0.253
H 2.694 -2.512 -0.563
H 2.118 -4.142 -0.215
H 3.580 -0.830 1.466
H 4.434 -2.129 2.293
H 2.173 -2.106 4.659
H 3.154 -1.126 5.744
H 3.888 -2.463 4.842
H 2.857 1.175 2.806
H 2.579 1.010 4.530
H 0.623 -0.071 5.810
H 0.004 -1.519 4.974
H -1.029 -0.101 5.157
H 0.702 2.467 4.616
H -0.884 2.288 3.820
H 0.493 2.809 2.864
H 5.237 0.292 2.859
H 5.595 -1.026 3.943
H 5.064 2.929 3.390
H 5.240 3.654 4.990
H 3.714 2.866 4.535
H 4.580 0.002 7.190
H 3.348 1.067 6.480
H 4.692 1.751 7.411
O -2.608 -4.254 0.829
N -1.582 -4.544 1.487
O -1.478 -4.149 2.671
O -0.664 -5.190 0.960
C 2.107 1.310 -0.411
C 1.358 0.209 -1.124
O 0.926 -0.725 -0.467
H 3.145 1.320 -0.752
H 2.060 1.130 0.661
H 1.670 2.285 -0.630

---

[2]
74
Properties=species:S:1:pos:R:3 method="wB97M-V/def2-TZVPD" s2=0.770 e_homo_ev="-11.97 / -12.05" charge=+2 spin_multiplicity=2 max_force_ev_per_a=0.73 e_above_lowest_kcal_mol=18.53 e_tot_ha=-7397.0069
Tc -0.519 0.331 -1.040
C 0.482 -0.746 5.134
S 1.729 -0.838 3.829
C 0.866 -0.418 2.345
S -0.268 0.920 2.552
N 1.327 -1.044 1.331
N 1.002 -0.747 0.006
C 1.936 -1.224 -0.769
C 1.793 -1.073 -2.181
C 2.685 -1.649 -3.088
C 2.428 -1.543 -4.436
C 1.278 -0.861 -4.829
C 0.449 -0.300 -3.882
N 0.689 -0.383 -2.558
H 1.008 -1.090 6.024
H -0.339 -1.427 4.927
H 0.123 0.263 5.305
H 2.778 -1.750 -0.332
H 3.546 -2.186 -2.713
H 3.089 -1.982 -5.170
H 1.023 -0.759 -5.874
H -0.442 0.240 -4.171
O -3.438 4.936 1.012
C -4.440 3.984 1.327
C -3.984 2.622 0.784
C -5.115 1.619 1.024
O -4.684 0.361 0.520
C -2.735 2.223 1.570
Se -1.912 0.497 1.049
C -3.758 2.714 -0.727
Se -2.153 3.649 -1.343
H -3.767 5.823 1.191
H -5.392 4.247 0.858
H -4.597 3.928 2.411
H -6.018 1.952 0.503
H -5.337 1.558 2.095
H -5.289 -0.330 0.808
H -2.984 2.106 2.626
H -1.965 2.983 1.454
H -4.614 3.205 -1.190
H -3.675 1.712 -1.144
C -0.177 -4.072 -1.749
C -1.027 -3.235 -0.805
N -2.006 -2.436 -1.525
C -1.976 -1.123 -1.769
S -1.325 1.975 -2.547
N -3.002 -0.672 -2.494
C -4.076 -1.447 -3.105
C -3.671 -2.101 -4.421
H 0.559 -4.652 -1.192
H 0.345 -3.441 -2.470
H -0.795 -4.776 -2.307
H -0.422 -2.562 -0.208
H -1.560 -3.885 -0.108
H -2.737 -2.984 -1.957
H -2.940 0.304 -2.750
H -4.906 -0.760 -3.268
H -4.446 -2.185 -2.388
H -3.386 -1.342 -5.149
H -4.501 -2.672 -4.834
H -2.824 -2.777 -4.293
N 3.199 3.488 0.889
C 2.633 3.671 -0.505
C 1.932 2.409 -0.984
N 0.686 2.106 -0.290
H 3.649 4.345 1.222
H 3.897 2.741 0.911
H 2.464 3.246 1.560
H 3.469 3.939 -1.148
H 1.944 4.513 -0.447
H 2.604 1.548 -0.912
H 1.701 2.544 -2.042
H 0.005 2.867 -0.403
H 0.807 1.945 0.709

---

[3]
31
Properties=species:S:1:pos:R:3 method="wB97M-V/def2-TZVPD" e_homo_ev="-11.27 / -11.27" charge=+1 max_force_ev_per_a=7.85 e_above_lowest_kcal_mol=272.15 e_tot_ha=-3573.3343
Ru -0.162 -0.748 0.314
O 0.944 1.818 -0.133
N 2.008 -1.096 0.220
C 3.349 0.797 -0.566
C 4.301 -0.135 -0.673
C 4.433 -1.601 -0.412
C 3.690 -2.588 0.089
C 2.323 -2.286 0.503
S 0.922 -2.835 1.341
H 3.632 1.811 -0.811
H 5.212 0.311 -1.052
H 5.419 -1.965 -0.677
H 4.123 -3.573 0.171
Cl 1.760 0.433 -0.076
C -0.292 2.286 0.017
C -1.254 1.208 0.174
C -2.574 1.642 0.203
Cl -3.846 0.491 0.383
C -2.924 2.997 0.108
Cl -4.576 3.457 0.181
C -1.950 3.974 -0.031
Cl -2.381 5.622 -0.166
C -0.599 3.620 -0.083
Cl 0.650 4.777 -0.285
C -3.831 -2.965 0.368
O -2.755 -2.168 0.953
C -1.804 -1.804 0.184
O -1.563 -2.054 -0.983
H -4.171 -3.629 1.154
H -3.458 -3.516 -0.491
H -4.626 -2.285 0.074

---

[4]
77
Properties=species:S:1:pos:R:3 method="wB97M-V/def2-TZVPD" e_homo_ev=-8.14 charge=0 smiles="CN(C)P(=O)(N(C)C)N(C)C.CN(C)P(=O)(N(C)C)N(C)C.CNC(=O)OCCC(F)(F)F" max_force_ev_per_a=5.49 e_tot_ha=-2340.6590
C 1.104 4.226 3.718
N 0.120 4.339 2.663
C -0.467 3.196 2.129
O -1.590 2.870 2.338
O 0.316 2.363 1.381
C 1.153 2.971 0.407
C 2.453 2.175 0.331
C 2.318 0.854 -0.419
F 3.269 0.770 -1.385
F 2.527 -0.199 0.390
F 1.134 0.695 -1.028
H 1.476 5.207 3.996
H 0.662 3.767 4.605
H 1.966 3.605 3.450
H -0.079 5.229 2.251
H 1.427 3.994 0.663
H 0.660 3.006 -0.566
H 3.242 2.761 -0.132
H 2.710 1.945 1.364
O 2.879 1.328 -6.905
P 2.137 0.146 -6.384
N 3.395 -1.008 -6.226
C 3.259 -2.443 -6.321
C 4.511 -0.612 -5.373
N 1.087 -0.166 -7.742
C 1.333 -1.286 -8.634
C 0.811 1.024 -8.543
N 1.039 -0.497 -5.291
C 1.404 -0.390 -3.878
C -0.098 -1.353 -5.557
H 2.841 -2.912 -5.416
H 4.243 -2.883 -6.488
H 2.658 -2.749 -7.172
H 4.256 -0.645 -4.304
H 4.830 0.402 -5.613
H 5.369 -1.266 -5.534
H 2.347 -1.279 -9.057
H 0.622 -1.257 -9.461
H 1.156 -2.246 -8.146
H 1.630 1.266 -9.231
H 0.638 1.893 -7.913
H -0.094 0.857 -9.133
H 1.926 -1.287 -3.523
H 0.525 -0.238 -3.254
H 2.058 0.467 -3.713
H 0.210 -2.383 -5.767
H -0.705 -0.984 -6.378
H -0.750 -1.378 -4.681
O -1.836 -0.128 7.437
P -2.529 -0.928 6.387
N -1.266 -1.162 5.248
C -1.417 -1.341 3.821
C -0.067 -1.811 5.764
N -3.715 0.231 5.859
C -3.563 0.915 4.584
C -4.068 1.208 6.885
N -3.511 -2.229 5.978
C -3.006 -3.555 6.328
C -4.673 -2.238 5.113
H -1.739 -2.355 3.532
H -0.457 -1.156 3.336
H -2.103 -0.626 3.381
H -0.207 -2.889 5.929
H 0.230 -1.361 6.711
H 0.767 -1.683 5.072
H -2.596 1.425 4.491
H -4.348 1.662 4.463
H -3.692 0.239 3.738
H -3.324 2.008 6.976
H -4.172 0.737 7.860
H -5.029 1.662 6.633
H -2.456 -4.017 5.499
H -3.822 -4.223 6.610
H -2.336 -3.499 7.188
H -4.392 -2.188 4.056
H -5.357 -1.428 5.342
H -5.233 -3.164 5.261

---

[5]
57
Properties=species:S:1:pos:R:3 method="wB97M-V/def2-TZVPD" s2=2.008 e_homo_ev="-9.47 / -10.87" charge=+1 spin_multiplicity=3 max_force_ev_per_a=3.32 e_above_lowest_kcal_mol=16.05 e_tot_ha=-2089.7780
Pd -1.276 -1.730 1.241
C -0.322 4.330 -1.453
C 1.057 4.096 -0.756
C 2.152 4.975 -1.291
C 0.951 4.291 0.736
C 1.487 2.663 -1.105
C 2.279 2.347 -2.247
C 2.591 1.053 -2.615
C 2.065 0.019 -1.865
S 2.149 -1.744 -2.123
C 1.336 -1.937 -0.538
N 1.041 -0.788 0.114
C 1.388 0.317 -0.704
C 1.178 1.654 -0.234
C 1.030 -3.213 0.045
C 1.928 -4.337 -0.035
C 1.741 -5.527 0.601
C 0.579 -5.669 1.358
C -0.358 -4.629 1.476
C -0.119 -3.415 0.829
H -0.605 5.375 -1.427
H -1.119 3.752 -0.944
H -0.123 4.022 -2.486
H 2.006 5.897 -0.724
H 2.110 5.305 -2.330
H 3.114 4.530 -1.075
H 0.699 5.348 0.930
H 1.881 4.106 1.264
H 0.115 3.692 1.105
H 2.565 3.192 -2.858
H 3.194 0.951 -3.531
H 0.711 1.784 0.726
H 2.889 -4.123 -0.447
H 2.455 -6.359 0.473
H 0.351 -6.591 1.906
H -1.216 -4.755 2.210
N 0.217 -1.426 2.710
N 0.314 -0.072 3.077
C -0.841 0.671 3.202
N -0.608 1.966 3.640
S -2.300 -0.115 2.721
H 0.084 -2.108 3.471
H 1.046 -1.621 2.179
H 1.160 0.338 3.501
H 0.062 2.058 4.404
H -1.370 2.628 3.705
C -4.584 -2.074 -2.211
C -3.700 -3.123 -2.018
C -2.637 -2.926 -1.116
N -2.374 -1.759 -0.529
C -3.129 -0.710 -0.940
C -4.282 -0.812 -1.680
H -5.469 -2.267 -2.736
H -3.864 -4.165 -2.393
H -1.900 -3.695 -0.826
H -2.822 0.289 -0.554
H -4.909 0.042 -1.833

---

[6]
52
Properties=species:S:1:pos:R:3 method="wB97M-V/def2-TZVPD" e_homo_ev=-4.02 charge=-1 max_force_ev_per_a=7.33 e_above_lowest_kcal_mol=107.87 e_tot_ha=-2191.3891
Pb -0.628 -1.615 0.753
O 3.511 -0.770 -0.420
C 3.167 -1.891 0.124
O 2.109 -2.101 0.664
O 4.024 -2.782 0.189
H 4.445 -0.931 -0.575
O -2.214 -3.882 0.215
C -1.323 -4.802 0.355
O -1.666 -5.985 0.491
O -0.118 -4.418 0.437
H -3.027 -4.374 0.349
O 0.031 -2.064 5.014
C -0.070 -2.631 3.737
O 0.848 -3.209 3.142
O -1.063 -2.428 3.043
H -0.850 -1.729 5.198
C -0.147 5.110 -0.806
C 0.172 3.793 -1.415
C 1.560 3.183 -1.211
O 1.340 2.042 -0.376
C 0.119 1.780 -0.271
O -0.283 0.767 0.290
O -0.668 2.842 -0.782
H 0.376 5.992 -1.175
H 0.094 5.045 0.255
H -1.214 5.276 -0.957
H -0.070 3.790 -2.478
H 2.248 3.891 -0.748
H 1.942 2.789 -2.152
C 3.441 1.236 -3.896
C 2.437 0.163 -4.137
C 3.061 -1.242 -3.892
O 2.084 -1.726 -2.952
C 1.037 -0.961 -2.767
O 0.049 -1.310 -2.088
O 1.278 0.283 -3.258
H 4.356 1.125 -4.478
H 3.741 1.094 -2.858
H 3.056 2.243 -4.056
H 1.990 0.115 -5.130
H 4.115 -1.317 -3.625
H 3.019 -1.777 -4.841
C -4.470 0.097 4.646
C -5.629 0.262 3.646
O -4.791 0.575 2.527
C -3.649 -0.078 2.648
O -2.725 -0.112 1.884
O -3.501 -0.614 3.806
F -6.444 1.287 3.942
H -4.825 -0.422 5.537
H -4.035 0.991 5.093
H -6.235 -0.597 3.356

---

[7]
12
Properties=species:S:1:pos:R:3 method="wB97M-V/def2-TZVPD" e_homo_ev=-10.61 charge=0 smiles=C1OC[C@]2(NO2)O1 max_force_ev_per_a=0.56 e_above_lowest_kcal_mol=102.98 e_tot_ha=-397.6726
N -0.869 -1.178 0.854
C -0.711 0.090 0.229
O -1.891 -0.060 0.855
C 0.442 0.983 0.632
O 1.373 0.710 -0.417
C 0.732 -0.242 -1.236
O -0.647 0.054 -1.164
H 0.862 -1.252 -0.801
H -1.214 -1.788 0.100
H 0.157 2.040 0.615
H 0.849 0.713 1.609
H 1.094 -0.197 -2.258

---

[8]
19
Properties=species:S:1:pos:R:3 method="wB97M-V/def2-TZVPD" s2=0.751 e_homo_ev="1.28 / -3.99" charge=-1 spin_multiplicity=2 max_force_ev_per_a=3.21 e_above_lowest_kcal_mol=25.70 e_tot_ha=-307.1212
C 0.775 1.083 1.355
C 1.215 -0.308 0.796
C 0.293 -0.663 -0.371
C -1.202 -0.493 -0.154
C -2.234 -0.351 -1.007
N -2.271 0.341 -2.232
N 2.613 -0.368 0.396
H 1.203 1.178 2.353
H -0.296 1.255 1.324
H 1.152 1.888 0.711
H 0.916 -0.977 1.624
H 0.619 -0.235 -1.325
H 0.452 -1.757 -0.536
H -1.490 -0.999 0.775
H -3.156 -0.283 -0.427
H -1.538 1.024 -2.407
H -3.164 0.795 -2.411
H 2.855 -1.333 0.607
H 3.257 0.206 0.929